Molecular formula: C26H66BO30
Method: DFT, ωB97M-V/def2-TZVPD

The gap between HOMO and LUMO is 9.0 eV. The calculation puts the energy above the lowest of the compared OMol25 structures with the same formula, charge and spin at 53.4 kcal/mol. As for the charge: -1. For the HOMO energy, the calculation gives -0.260 Ha.

Positions of all 123 atoms, in Å:
O 1.58143 -1.07670 5.58429
O -5.97477 -1.53221 -2.78657
O -4.21200 -3.70858 -3.80421
O 1.77969 2.48714 -4.35169
O -2.56631 1.08295 -1.59201
O 3.86267 0.19021 0.14906
O -4.03257 -0.58291 3.93721
O 4.38205 -0.92716 5.56070
O -6.32991 -2.12368 3.16476
O -6.60110 3.70337 0.19606
O -0.41556 1.20730 -0.72027
O 0.81078 0.99613 1.39235
O 7.11351 2.51843 -3.14355
O 5.19283 -2.69227 3.19641
O -1.39744 -1.13593 5.16986
O 1.13937 -2.85857 -4.35904
O 1.71179 -0.15640 -0.37303
O 4.85473 1.19981 -3.99364
O -7.54999 1.23524 -1.82136
O 4.91239 3.23968 5.36165
O 2.41002 -5.28817 -0.90330
O 2.88189 1.55373 2.29109
O 3.42328 -4.13698 1.61781
O -2.57376 -1.47424 -0.21056
O 2.37204 4.69587 5.71468
O -0.48285 -0.79553 0.44330
O -1.63060 -5.36684 -3.46110
O 0.95952 -0.12813 -4.45643
O -1.17991 2.96658 -4.97264
O -6.33822 3.37071 -2.60829
C -6.72028 0.28957 -1.28334
C 5.89019 2.88037 -2.59353
C -5.52314 -1.40613 2.24500
C 2.66966 0.40364 0.23333
C -4.08587 -1.36702 2.74208
C -3.20189 -3.64571 -2.79567
C -5.63653 -0.26244 -2.27748
C 3.53090 -4.47779 -0.74081
C 2.59983 3.33948 5.78240
C 2.12172 1.12529 1.43560
C 4.95026 1.65441 -2.65246
C -5.65556 4.40858 -0.57037
C 1.98388 -2.11994 -3.52111
C 3.33360 -3.49508 0.36867
C 4.83274 -0.45285 4.24130
C -0.35904 -1.07076 4.17365
C 2.16856 -0.67827 -4.09710
C -1.57349 0.65287 -0.95070
C -1.62851 -0.67478 -0.17722
C 3.96592 2.98687 6.32832
C 0.97694 3.59195 -3.95995
C 4.38668 -1.51481 3.09510
C -5.27432 3.56035 -1.74637
C -0.47741 3.10862 -3.71019
C 0.93940 -0.38321 4.51638
C -1.89156 -3.95016 -3.42183
B 0.40404 0.33193 0.16704
H -0.91720 2.14526 -5.39456
H 2.63818 -4.68920 1.63397
H 2.64779 5.04930 4.86577
H 4.74654 -3.28869 2.59085
H 1.56812 -0.23314 3.63872
H -7.24099 -0.43816 -0.66096
H -5.44036 0.46089 -3.06894
H -6.09992 0.79913 -0.54604
H 1.42929 -2.11053 -2.58279
H 5.49324 3.68125 -3.21733
H 4.24094 3.51207 7.24300
H -5.93123 -0.41039 2.07164
H 2.77343 -0.60620 -5.00099
H 6.05216 3.30792 -1.60405
H -1.77818 -3.51113 -4.41304
H -2.25352 -1.03966 4.74625
H 0.76116 0.61423 4.91818
H -3.54482 -2.30941 2.82730
H 2.56086 2.87344 4.79782
H 2.92970 -2.60081 -3.27156
H -7.14385 -2.30797 2.69027
H 5.25720 4.06569 5.70868
H 2.64360 -0.04405 -3.34863
H -4.85437 -4.34767 -3.48716
H 3.99973 1.91610 6.52932
H 3.33950 -1.81520 3.13076
H 2.47473 -2.83098 0.27162
H 3.54341 -3.83216 -1.61894
H 4.64357 -0.97383 2.18437
H -0.07040 -2.09371 3.93206
H -4.82702 4.71487 0.06824
H 3.42903 -0.91420 5.44583
H 1.16648 0.80904 -4.43462
H 4.18881 -2.81997 0.39935
H 2.58258 2.86240 -4.72068
H -6.18318 5.31212 -0.87587
H -1.07149 -3.50640 -2.85733
H 5.40349 0.88668 -2.02535
H -0.72009 -5.56758 -3.68973
H 1.45199 3.98402 -3.06068
H -3.23552 -2.59796 -2.49701
H 2.19200 -5.75466 -0.09308
H -4.78189 -0.87362 4.46219
H 1.23782 -3.80973 -4.27419
H 4.45491 0.55820 4.08919
H 7.00049 2.31558 -4.07504
H -4.69336 -0.38980 -1.74614
H -4.95086 2.57772 -1.40298
H -0.55077 2.18841 -3.13059
H -6.69812 4.25669 -2.69265
H 1.78976 2.93570 6.38973
H -1.03654 3.82753 -3.11132
H -7.09285 2.01472 -2.14545
H -5.18203 -1.95461 -3.12530
H -4.48273 3.97539 -2.37025
H -5.41024 -1.90755 1.28379
H -0.80341 -0.62972 3.28139
H 1.11185 -0.89724 6.40215
H -3.55944 -0.85749 1.93501
H -6.74276 4.21228 0.99765
H 1.11905 4.39740 -4.68048
H -3.52553 -4.30664 -1.99160
H 4.73618 0.25510 -3.87089
H 3.99942 1.85037 -2.15688
H 5.91586 -0.36121 4.32218
H 4.46986 -5.02636 -0.66651